Here is the molecule C19H21ClN2O5S from the OMol25 dataset. Energies are from ωB97M-V/def2-TZVPD.

Cartesian coordinates (Å):
O: 1.6985 0.6471 -0.7461
C: 2.4756 0.6572 0.1859
C: 2.0409 1.1102 1.5889
O: 0.7284 1.6075 1.6033
C: -0.3160 0.7612 1.4553
C: -0.2273 -0.6127 1.2536
C: -1.3758 -1.3750 1.1254
C: -2.6141 -0.7767 1.2173
S: -4.0782 -1.7798 0.9611
O: -5.2332 -1.0603 1.4006
O: -3.8142 -3.0852 1.4890
N: -4.2053 -1.9705 -0.6869
C: -4.6306 -0.8205 -1.4559
C: -3.6133 0.2912 -1.5377
C: -2.2830 0.0229 -1.8376
C: -1.3460 1.0402 -1.8654
C: -1.7351 2.3450 -1.6150
C: -3.0614 2.6275 -1.3388
C: -3.9924 1.6046 -1.2924
C: -2.7365 0.5795 1.4485
C: -1.5918 1.3421 1.5596
Cl: -1.7034 3.0315 1.8300
N: 3.7686 0.2927 0.0541
C: 4.7751 0.1800 1.0866
C: 5.2462 -1.2816 1.1616
O: 5.7305 -1.7245 -0.0807
C: 4.7407 -1.6257 -1.0813
C: 4.2528 -0.1827 -1.2312
H: 2.6560 1.9580 1.9046
H: 2.1537 0.2878 2.3091
H: 0.7340 -1.0926 1.1686
H: -1.3203 -2.4409 0.9709
H: -3.4138 -2.4692 -1.0601
H: -5.5346 -0.4613 -0.9606
H: -4.8968 -1.1692 -2.4600
H: -1.9718 -0.9919 -2.0458
H: -0.3104 0.8158 -2.0641
H: -1.0020 3.1371 -1.6310
H: -3.3703 3.6439 -1.1445
H: -5.0244 1.8234 -1.0592
H: -3.7163 1.0180 1.5414
H: 4.3978 0.4996 2.0545
H: 5.6278 0.8113 0.8094
H: 6.0724 -1.3818 1.8669
H: 4.4083 -1.9173 1.4897
H: 5.2046 -1.9743 -2.0044
H: 3.8890 -2.2771 -0.8326
H: 3.4354 -0.1189 -1.9493
H: 5.0820 0.4546 -1.5551

Its SMILES is O=C(COc1ccc(S(=O)(=O)NCc2ccccc2)cc1Cl)N1CCOCC1. The HOMO energy comes out at -8.742 eV. Its energy relative to the best compared isomer or geometry (same formula, charge and spin) is 23.4 kcal/mol.

Atom charges from the Löwdin analysis, given in e for atoms 1 to 6: 0.08, -0.42, -0.09, -0.05, -0.28, 0.01